#P
C14H16O2 | ωB97M-V/def2-TZVPD

Structure (ORCA input):
```
! wB97M-V def2-TZVPD RIJCOSX def2/J DEFGRID3
* xyz 0 1
H -0.134 -1.987 4.356
C 0.794 0.630 -2.721
H 1.353 2.469 1.473
H -1.414 -1.214 0.315
C -0.195 -1.394 3.458
H 1.924 -1.144 -2.267
H 1.807 2.554 -2.298
C 2.016 1.513 -2.566
C -0.455 1.219 -2.642
C 0.943 -0.739 -2.451
H 1.863 2.115 3.189
C -1.450 -0.866 -2.301
O -2.541 -1.684 -2.075
H 0.440 2.902 2.862
H 2.813 1.123 -1.944
C -0.852 -0.881 1.170
H -2.267 -2.586 -2.179
H 0.122 0.836 0.282
C -0.912 -1.691 2.316
H 2.452 1.773 -3.553
H -0.143 -2.425 -1.721
H -2.566 0.964 -2.198
O -1.841 -2.707 2.273
C -0.092 0.242 1.160
C -0.207 -1.492 -2.269
C 1.058 2.085 2.449
H -1.547 -3.459 2.781
H -0.574 2.276 -2.862
H 0.447 0.423 4.471
C 0.341 -0.073 3.510
C 0.433 0.715 2.393
C -1.615 0.501 -2.410
*
```

Properties
Highest occupied orbital energy ... -8.3 eV

Charges obtained by natural (NBO) population analysis, quoted in units of e: H 0.215; C -0.070; H 0.217; H 0.219; C -0.278; H 0.213; H 0.217; C -0.635; C -0.181; C -0.162; H 0.216; C 0.309; O -0.677; H 0.216; H 0.219; C -0.212; H 0.478; H 0.217; C 0.270; H 0.215; H 0.215; H 0.233; O -0.684; C -0.204; C -0.308; C -0.636; H 0.477; H 0.211; H 0.209; C -0.198; C -0.047; C -0.275

#Q
C14H16O2 | ωB97M-V/def2-TZVPD

Structure (ORCA input):
```
! wB97M-V def2-TZVPD RIJCOSX def2/J DEFGRID3
* xyz 0 1
C -3.345 -0.478 -2.575
H 2.421 1.960 3.646
H -2.878 -0.996 -0.582
C 0.649 0.580 -3.226
H 1.906 -2.199 1.094
C 0.152 0.517 4.688
C 0.901 -0.989 2.760
H 0.081 -0.178 5.526
C -0.846 0.347 -3.147
H -0.850 0.496 4.291
H 4.423 -0.380 0.280
H -4.893 -1.474 -1.593
H 3.897 1.254 1.938
H -1.687 1.257 -4.941
H -0.024 -1.537 2.916
C -2.456 -0.661 -1.503
C -1.865 0.663 -4.028
C 3.048 0.666 2.241
O -4.582 -1.053 -2.409
H 1.120 -0.254 -2.726
O 3.484 -0.552 0.258
C -1.188 -0.153 -1.853
C -3.133 0.138 -3.766
H -3.939 0.373 -4.472
H -0.357 -0.150 -1.168
C 2.735 -0.362 1.357
C 2.241 0.928 3.352
C 1.780 -1.311 1.719
H 0.830 0.559 -4.309
C 1.102 0.162 3.589
H 1.013 1.427 -2.657
H 0.260 1.400 5.298
*
```

Properties
Highest occupied orbital energy ... -8.1 eV

Charges obtained by natural (NBO) population analysis, quoted in units of e: C 0.317; H 0.217; H 0.217; C -0.630; H 0.233; C -0.642; C -0.193; H 0.221; C -0.056; H 0.216; H 0.492; H 0.491; H 0.201; H 0.214; H 0.212; C -0.286; C -0.181; C -0.263; O -0.718; H 0.219; O -0.701; C -0.167; C -0.292; H 0.232; H 0.203; C 0.292; C -0.202; C -0.264; H 0.216; C -0.046; H 0.220; H 0.227

#R
C14H16O2 | ωB97M-V/def2-TZVPD

Structure (ORCA input):
```
! wB97M-V def2-TZVPD RIJCOSX def2/J DEFGRID3
* xyz 0 1
H -0.353 -1.607 -3.309
C 0.705 0.181 -2.565
C 0.422 1.517 -2.183
H -3.313 2.685 -1.652
C -1.742 -0.182 -2.381
H 2.787 -0.716 3.646
C -0.835 1.947 -1.712
H -2.538 -1.775 2.402
O 1.871 -0.526 -2.783
C 0.822 -0.156 0.858
H 2.641 0.057 -2.706
H 1.212 2.126 -2.243
C -1.964 1.081 -1.848
H -1.889 -2.254 3.992
C -0.439 -0.599 -2.735
H 0.621 -1.560 4.449
H 3.935 -0.230 1.548
H -2.303 -0.651 4.054
H -1.266 -0.377 0.816
C 0.624 -1.171 3.469
O 3.066 0.253 1.220
C -0.574 -0.954 2.748
C -3.337 1.581 -1.588
C -0.420 -0.427 1.414
H -3.628 1.279 -0.597
H -2.612 -0.837 -2.524
H -1.083 2.885 -1.466
C -1.915 -1.519 3.281
C 1.913 -0.740 2.980
H -3.931 1.262 -2.404
C 1.972 -0.294 1.686
H 0.828 0.294 -0.041
*
```

Properties
Highest occupied orbital energy ... -8.0 eV

Charges obtained by natural (NBO) population analysis, quoted in units of e: H 0.222; C 0.282; C -0.276; H 0.210; C -0.211; H 0.211; C -0.198; H 0.221; O -0.662; C -0.217; H 0.482; H 0.199; C -0.026; H 0.216; C -0.243; H 0.198; H 0.482; H 0.208; H 0.201; C -0.185; O -0.677; C -0.053; C -0.631; C -0.186; H 0.223; H 0.211; H 0.203; C -0.621; C -0.301; H 0.220; C 0.292; H 0.209

#S
C14H16O2 | ωB97M-V/def2-TZVPD

Structure (ORCA input):
```
! wB97M-V def2-TZVPD RIJCOSX def2/J DEFGRID3
* xyz 0 1
C 0.349 2.588 0.703
H 0.842 1.410 -1.164
C -0.648 3.342 1.225
C -1.296 -3.894 -0.231
H 4.042 -1.720 -1.842
H 0.348 4.702 2.658
H -2.772 4.016 0.887
H -0.459 -2.169 -2.024
H -1.286 -4.897 0.184
C -2.262 2.283 -0.199
H 2.979 -2.684 1.410
C -1.173 1.516 -0.757
C -0.034 -3.158 -0.182
H -2.041 -3.365 0.369
H -1.170 0.998 -2.701
C 0.355 -2.470 -1.354
C 0.119 1.762 -0.434
C 1.592 -1.912 -1.625
C 2.270 -2.583 0.600
H -1.734 -3.861 -1.236
O 3.890 -1.715 -0.893
H 0.913 -3.399 1.888
C -0.609 4.193 2.416
H -1.070 5.158 2.170
H -3.202 2.107 -0.680
H -0.968 3.781 3.334
C 2.538 -2.059 -0.611
H 1.375 2.701 1.077
C -2.044 3.229 0.725
C 0.924 -3.122 0.786
H 1.850 -1.580 -2.626
O -1.619 0.805 -1.874
*
```

Properties
Highest occupied orbital energy ... -8.5 eV

Charges obtained by natural (NBO) population analysis, quoted in units of e: C -0.211; H 0.220; C -0.025; C -0.626; H 0.473; H 0.213; H 0.216; H 0.206; H 0.226; C -0.228; H 0.230; C 0.283; C -0.082; H 0.221; H 0.483; C -0.149; C -0.268; C -0.304; C -0.276; H 0.221; O -0.700; H 0.215; C -0.644; H 0.218; H 0.220; H 0.224; C 0.296; H 0.219; C -0.202; C -0.168; H 0.216; O -0.718

Order of stability, best first: #P, #Q, #S, #R

#P
H42O21 | ωB97M-V/def2-TZVPD

Structure (ORCA input):
```
! wB97M-V def2-TZVPD RIJCOSX def2/J DEFGRID3
* xyz 0 1
H -3.871 3.409 2.421
H 1.178 2.041 0.863
O 2.516 -0.941 -3.980
H 1.752 5.212 -3.992
O 1.545 2.472 1.634
O 0.111 -3.001 -4.737
H 4.147 1.798 -1.515
O 0.306 0.434 -0.097
H -2.114 -0.241 2.126
O 0.834 2.148 4.420
O 0.911 1.530 -3.757
H 2.779 -1.574 -3.312
H 0.197 2.819 4.664
H 0.490 4.400 -3.786
H -1.087 -3.879 2.833
H 0.744 -3.183 1.346
H 4.036 1.147 0.579
H 1.684 3.378 1.359
H -0.979 -1.220 2.340
O -5.151 -1.761 1.318
H 0.832 -3.900 2.676
H -1.769 -0.984 -2.954
H 2.240 -1.956 -0.633
H 1.258 0.661 -3.557
O 3.754 0.963 -1.263
H -0.497 1.126 -2.843
O -1.971 -3.732 3.172
O -3.314 1.984 -3.179
H -0.472 -2.527 -4.144
H 3.884 0.397 -2.024
O -1.127 0.895 -2.160
H 3.235 -2.909 1.797
H 4.492 -2.129 2.117
H 3.042 1.401 1.693
H -0.310 0.254 0.613
H 1.276 -1.773 4.381
H 1.472 -1.233 0.454
H -4.335 -1.269 1.404
O 3.940 1.111 1.531
H -1.836 -3.292 4.011
H -0.249 0.615 -0.856
H -3.625 1.356 2.548
H 1.256 2.493 3.633
H 3.340 -0.581 -4.307
H -4.190 2.923 1.023
O 1.849 -2.084 0.231
H 0.515 -2.318 -5.272
H -3.324 2.077 -4.132
H -1.868 1.481 -2.310
H -4.233 2.058 -2.921
H 0.924 -0.775 3.299
H 1.407 2.122 -3.191
O -1.587 -1.886 -3.219
O -4.234 2.663 1.943
O 0.335 -3.880 1.858
H -4.890 -2.678 1.408
O 0.533 -1.411 3.898
H -2.192 -2.416 -2.701
O 4.044 -2.953 2.307
O -1.423 -0.713 1.661
O -3.367 0.522 2.940
H -3.988 0.391 3.656
O 1.142 4.919 -3.315
*
```

Properties
Highest occupied orbital energy ... -10.1 eV

Charges obtained by natural (NBO) population analysis, quoted in units of e: H 0.486; H 0.514; O -0.944; H 0.472; O -0.982; O -0.977; H 0.477; O -1.050; H 0.500; O -0.948; O -0.962; H 0.482; H 0.458; H 0.472; H 0.486; H 0.501; H 0.473; H 0.477; H 0.493; O -0.957; H 0.468; H 0.502; H 0.478; H 0.504; O -0.942; H 0.493; O -0.970; O -0.954; H 0.485; H 0.474; O -0.999; H 0.481; H 0.475; H 0.482; H 0.502; H 0.480; H 0.507; H 0.481; O -0.983; H 0.457; H 0.496; H 0.488; H 0.484; H 0.472; H 0.489; O -0.979; H 0.453; H 0.488; H 0.503; H 0.487; H 0.480; H 0.485; O -0.960; O -0.928; O -0.953; H 0.475; O -0.958; H 0.488; O -0.959; O -0.998; O -0.988; H 0.485; O -0.942

#Q
H42O21 | ωB97M-V/def2-TZVPD

Structure (ORCA input):
```
! wB97M-V def2-TZVPD RIJCOSX def2/J DEFGRID3
* xyz 0 1
O 5.849 16.941 -1.564
O 6.392 22.259 1.743
H 6.347 16.755 -0.768
O 11.508 20.133 2.007
H 3.397 22.754 -0.294
H 4.781 19.425 -2.257
H 8.850 14.631 3.899
H 5.919 20.751 6.361
H 5.489 21.331 -0.989
O 5.256 21.192 6.893
H 3.751 20.870 0.822
O 9.102 19.121 3.660
H 8.464 18.408 3.659
O 9.132 15.538 4.021
H 6.799 16.834 2.417
H 6.345 17.633 -2.002
H 10.871 19.726 2.595
O 3.798 22.824 0.572
O 2.490 17.399 1.432
O 8.698 20.607 -0.793
O 4.065 19.979 0.974
H 5.157 19.549 2.219
H 0.013 16.498 0.214
H 3.471 20.174 -2.382
H 6.723 14.977 0.933
H 8.158 21.397 -0.793
O 7.085 15.848 1.103
H 4.031 16.739 -1.577
H 6.625 21.921 -0.180
O -0.133 17.372 0.577
H 8.695 21.657 6.970
H 6.698 22.585 2.589
O 6.617 16.681 5.988
H 6.426 18.091 3.175
H 3.758 22.123 6.677
H 6.172 15.841 6.094
H 6.440 16.934 5.082
H 12.024 20.707 2.573
H 0.732 17.655 0.876
H 8.021 15.758 0.925
H 8.884 19.637 4.437
H 4.379 19.686 0.118
H 8.110 19.913 -1.090
O 6.821 17.227 3.290
H 7.300 24.053 4.268
H 6.137 20.529 2.828
O 4.194 20.009 -1.777
H 5.681 21.328 7.740
O 3.107 16.867 -1.364
H 6.802 23.037 5.274
H 2.659 16.133 -1.784
H 8.605 23.109 6.552
O 8.175 22.450 7.097
O 3.385 22.993 6.535
H 8.317 16.036 4.085
O 6.234 21.928 -1.054
H 5.696 22.866 1.489
O 6.990 23.151 4.342
H 3.047 18.155 1.615
H 2.835 17.038 0.616
H 3.876 23.564 7.126
H 3.221 23.414 1.057
O 5.859 19.614 2.866
*
```

Properties
Highest occupied orbital energy ... -10.4 eV

Charges obtained by natural (NBO) population analysis, quoted in units of e: O -0.967; O -0.991; H 0.503; O -0.948; H 0.486; H 0.483; H 0.455; H 0.487; H 0.476; O -0.954; H 0.503; O -0.962; H 0.495; O -0.950; H 0.497; H 0.475; H 0.491; O -0.958; O -0.976; O -0.928; O -0.985; H 0.500; H 0.453; H 0.497; H 0.492; H 0.475; O -0.957; H 0.495; H 0.487; O -0.965; H 0.477; H 0.501; O -0.966; H 0.509; H 0.492; H 0.462; H 0.490; H 0.454; H 0.494; H 0.500; H 0.459; H 0.493; H 0.448; O -1.042; H 0.476; H 0.503; O -0.962; H 0.482; O -0.972; H 0.501; H 0.472; H 0.474; O -0.949; O -0.961; H 0.489; O -0.975; H 0.491; O -0.966; H 0.489; H 0.490; H 0.454; H 0.489; O -1.002

Order of stability, best first: #P, #Q